(one)
{"formula": "C4H4O", "method": "ωB97M-V with the def2-TZVPD basis set", "homo_energy_ev": [-8.929, -8.173], "spin_multiplicity": 1, "total_charge": 0, "homo_lumo_gap_ev": [8.98, 7.85], "elements": ["H", "H", "O", "C", "H", "C", "C", "H", "C"], "xyz": [[-0.579, 1.752, -0.254], [-1.160, -0.939, -1.727], [0.318, -1.418, 0.593], [0.536, -0.548, -0.359], [1.816, 0.017, 1.352], [-1.142, 0.960, -0.803], [-0.648, -0.132, -1.333], [0.067, 0.435, 1.551], [0.791, -0.128, 0.979]]}


(two)
{"formula": "C4H4O", "method": "ωB97M-V with the def2-TZVPD basis set", "homo_energy_ev": -8.393, "spin_multiplicity": 1, "total_charge": 0, "smiles": "C=CC=C=O", "homo_lumo_gap_ev": 9.01, "elements": ["H", "H", "O", "C", "C", "C", "H", "C", "H"], "xyz": [[0.307, -1.218, -0.659], [-0.027, 1.280, 0.839], [2.092, -1.878, 1.742], [-0.186, 0.562, 0.115], [0.472, -0.767, 0.250], [1.236, -1.382, 1.171], [-1.406, 1.984, -1.050], [-1.035, 1.029, -0.840], [-1.453, 0.390, -1.568]]}


Calculated relative energies: (one) 4.132; (two) 0.000, given in eV


(one)
{"formula": "C4H4O", "method": "ωB97M-V with the def2-TZVPD basis set", "homo_energy_ev": -10.134, "spin_multiplicity": 1, "total_charge": 0, "smiles": "CC#CC=O", "homo_lumo_gap_ev": 10.51, "elements": ["H", "O", "C", "H", "C", "C", "H", "C", "H"], "xyz": [[1.677, -0.420, -0.984], [-0.611, -1.289, 2.209], [0.927, 0.219, -1.463], [0.573, -0.281, -2.368], [-0.836, 0.243, 0.505], [-1.150, -0.273, 1.826], [-1.847, 0.282, 2.472], [-0.128, 0.350, -0.469], [1.395, 1.168, -1.728]]}


(two)
{"formula": "C4H4O", "method": "ωB97M-V with the def2-TZVPD basis set", "homo_energy_ev": -8.984, "spin_multiplicity": 1, "total_charge": 0, "smiles": "O[C@]12[C@@H]3[C@H]1[C@@H]32", "homo_lumo_gap_ev": 9.85, "elements": ["O", "C", "H", "H", "C", "C", "H", "H", "C"], "xyz": [[-0.548, -1.308, 1.593], [0.843, 0.500, -0.117], [-0.291, -0.705, -1.916], [0.254, -1.432, 2.037], [-0.502, 0.978, -0.372], [-0.019, -0.243, -1.072], [-1.103, 1.749, -0.605], [1.745, 0.751, 0.120], [-0.379, -0.290, 0.332]]}


Calculated relative energies: (one) 0.000; (two) 4.710, given in eV


(one)
{"formula": "C5H11N", "method": "ωB97M-V with the def2-TZVPD basis set", "homo_energy_ev": -7.573, "spin_multiplicity": 1, "total_charge": 0, "smiles": "CC/C(C)=C/N", "homo_lumo_gap_ev": 8.55, "elements": ["H", "H", "H", "H", "C", "C", "H", "H", "C", "H", "H", "C", "N", "C", "H", "H", "H"], "xyz": [[-1.871, 0.859, 0.778], [0.535, 1.664, -2.468], [-0.077, 2.293, -0.968], [1.079, -1.112, 2.031], [-1.160, 0.248, 1.341], [-0.555, 0.216, -1.199], [-1.623, 0.421, -1.373], [-0.519, 1.018, 1.801], [0.371, 1.404, -1.422], [1.366, 1.250, -0.988], [-0.219, -0.579, -1.873], [0.462, -1.420, 0.217], [1.436, -1.664, 1.252], [-0.405, -0.388, 0.201], [2.364, -1.402, 0.960], [-1.542, -0.453, 2.067], [0.358, -2.353, -0.359]]}


(two)
{"formula": "C5H11N", "method": "ωB97M-V with the def2-TZVPD basis set", "homo_energy_ev": -8.896, "spin_multiplicity": 1, "total_charge": 0, "smiles": "CC(C)N1CC1", "homo_lumo_gap_ev": 10.10, "elements": ["C", "H", "C", "N", "C", "H", "H", "H", "H", "C", "H", "H", "H", "C", "H", "H", "H"], "xyz": [[0.488, -0.921, -1.240], [2.269, 0.051, 0.697], [1.556, -0.712, 1.025], [-0.247, 0.793, 0.480], [0.261, -0.570, 0.227], [-2.325, 0.126, 0.482], [-0.470, -1.290, 0.624], [2.010, -1.691, 0.846], [-1.964, 1.600, 1.499], [-1.668, 0.979, 0.660], [-0.748, 2.623, -0.571], [1.379, -0.581, 2.099], [1.351, -0.383, -1.644], [-0.979, 1.558, -0.513], [-1.218, 1.116, -1.474], [0.684, -1.994, -1.324], [-0.379, -0.704, -1.873]]}


Calculated relative energies: (one) 0.894; (two) 0.000, given in eV